This record from the Open Molecules 2025 dataset describes a structure of composition C21H22ClCoINO. The level of theory is wB97M-V/def2-TZVPD.

Structure (XYZ):
```
48
Properties=species:S:1:pos:R:3
Co -0.272 -0.041 -0.061
C -2.118 2.677 -0.012
C -1.878 1.318 0.588
C -2.424 0.166 -0.043
C -3.296 0.323 -1.257
C -2.112 -1.133 0.430
C -2.589 -2.339 -0.332
C -1.275 -1.290 1.554
C -0.987 -2.665 2.099
C -0.692 -0.147 2.144
C 0.245 -0.327 3.310
C -1.024 1.161 1.695
C -0.450 2.369 2.391
H -3.041 3.115 0.373
H -2.201 2.613 -1.094
H -1.303 3.359 0.211
H -2.685 0.298 -2.163
H -3.839 1.264 -1.232
H -4.031 -0.475 -1.316
H -3.575 -2.653 0.019
H -1.908 -3.177 -0.212
H -2.661 -2.125 -1.395
H -0.116 -3.117 1.622
H -1.834 -3.326 1.936
H -0.806 -2.636 3.170
H -0.337 -0.424 4.230
H 0.915 0.517 3.442
H 0.845 -1.229 3.212
H 0.526 2.647 1.988
H -0.336 2.193 3.457
H -1.109 3.226 2.282
Cl 5.261 0.029 -3.856
C 3.630 0.011 -3.288
C 2.595 0.014 -4.177
C 1.248 0.000 -3.743
I -0.287 0.008 -5.129
C 0.960 -0.017 -2.401
O -0.262 -0.032 -1.881
C 2.042 -0.019 -1.481
N 1.663 -0.035 -0.164
C 2.607 -0.034 0.757
C 3.969 -0.020 0.439
C 4.362 -0.006 -0.876
C 3.384 -0.005 -1.888
H 2.806 0.027 -5.238
H 2.287 -0.047 1.790
H 4.695 -0.021 1.239
H 5.410 0.004 -1.143
```

M	525.7	g mol⁻¹
2S+1	2
gap between HOMO and LUMO (alpha / beta)	7.4 / 7.2	eV
LUMO energy (alpha / beta)	-0.123 / -0.133	hartree
total charge	+1